Record 1
Below is a structure of composition C29H46HoP2S at a distorted geometry, with properties calculated with wB97M-V/def2-TZVPD.

Atoms and positions in Å:
1 Ho -0.05 -0.03 -0.51
2 C 1.13 2.89 0.71
3 C 0.47 2.94 -0.57
4 C -1.11 3.27 1.08
5 C 0.14 3.07 1.71
6 C -0.93 3.15 -0.32
7 C 2.58 2.93 0.95
8 H 3.15 2.46 0.15
9 H 2.83 2.41 1.89
10 H 2.95 3.96 1.04
11 C 0.38 3.16 3.16
12 H 1.45 3.12 3.39
13 H -0.13 2.34 3.69
14 H -0.02 4.11 3.56
15 C -2.37 3.63 1.74
16 H -2.19 4.29 2.61
17 H -2.91 2.74 2.10
18 H -3.04 4.17 1.05
19 C -1.94 3.47 -1.34
20 H -2.01 4.56 -1.55
21 H -2.94 3.15 -1.01
22 H -1.74 2.97 -2.30
23 C 1.13 3.18 -1.88
24 H 1.17 4.26 -2.14
25 H 0.58 2.68 -2.69
26 H 2.16 2.81 -1.89
27 C 1.39 -3.32 -0.72
28 C 2.73 -2.78 -1.26
29 C 2.86 -2.57 -2.78
30 C 1.60 -2.27 -3.60
31 C 0.54 -1.39 -2.90
32 C -0.80 -2.10 -2.99
33 C -0.79 -3.52 -2.35
34 C 0.49 -4.10 -1.69
35 H 3.23 -3.58 -3.06
36 H 1.20 -3.23 -3.94
37 H 3.64 -1.86 -3.09
38 H 1.11 -4.59 -2.45
39 H 1.53 -3.97 0.16
40 H 3.57 -3.43 -1.00
41 H 0.16 -4.95 -1.08
42 H -1.60 -3.59 -1.62
43 H -1.16 -2.21 -4.02
44 H -1.05 -4.25 -3.13
45 H 1.91 -1.85 -4.58
46 H 0.54 -0.42 -3.44
47 P 2.59 -1.33 -0.05
48 C 3.12 -2.11 1.49
49 C 3.04 0.01 -1.22
50 P -2.00 -0.88 -2.24
51 C 0.84 -2.01 -0.31
52 C -2.09 0.34 -3.59
53 C -3.52 -1.66 -1.66
54 H 2.29 -1.95 2.20
55 H 4.02 -1.58 1.85
56 H 3.34 -3.19 1.44
57 H 2.76 -0.08 -2.27
58 H 4.13 0.09 -1.21
59 H 2.66 0.96 -0.82
60 H -3.40 -2.75 -1.79
61 H -4.33 -1.25 -2.27
62 H -3.64 -1.39 -0.60
63 H -0.05 -2.03 0.43
64 H 0.54 -1.66 -1.45
65 H -2.92 1.05 -3.39
66 H -2.28 -0.23 -4.54
67 H -1.14 0.91 -3.68
68 S -1.57 -0.10 1.93
69 C -1.85 -0.07 3.65
70 C -2.14 1.11 4.40
71 C -2.19 1.12 5.80
72 C -2.04 -0.07 6.52
73 C -1.89 -1.27 5.81
74 C -1.82 -1.27 4.41
75 H -2.32 2.04 3.87
76 H -2.36 2.05 6.34
77 H -2.05 -0.06 7.62
78 H -1.82 -2.21 6.36
79 H -1.73 -2.20 3.88

Values from the calculation:
* multiplicity: 5
* LUMO energy (alpha / beta): -3.9 / -4.2 eV
* charge: +1
* M: 653.63 u
* highest occupied orbital energy (alpha / beta): -9.14 / -9.14 eV

These are the Mulliken partial charges, in e, on atoms 1 to 4: Ho 0.1898; C 0.7548; C 0.4997; C 0.8024

---

Record 2
Below is a cluster of 2 separate species, C11H15N in total at a distorted geometry, with properties calculated with wB97M-V/def2-TZVPD.

Atoms and positions in Å:
1 C 2.64 -0.77 -2.99
2 C 2.90 -1.65 -1.77
3 H 3.58 -0.52 -3.50
4 H 1.91 -1.15 -3.70
5 H 2.29 0.19 -2.62
6 H 1.94 -1.77 -1.25
7 H 3.36 -1.00 -1.01
8 H 3.51 -2.53 -1.89
9 C -1.19 -2.24 1.29
10 C -1.68 1.48 1.43
11 C -0.85 0.41 1.07
12 C -1.53 -0.80 1.48
13 C -2.70 -0.41 2.06
14 C -0.37 2.90 0.06
15 C -1.47 2.74 0.89
16 C 0.51 1.85 -0.21
17 C 0.26 0.58 0.25
18 N -2.69 0.98 2.23
19 H -0.26 3.83 -0.45
20 H -2.11 3.57 1.08
21 H 1.40 2.08 -0.78
22 H 0.88 -0.25 -0.07
23 H -3.52 1.52 2.39
24 H -3.50 -1.07 2.34
25 H -0.16 -2.47 1.01
26 H -1.79 -2.66 0.48
27 H -1.37 -2.84 2.18

Values from the calculation:
* multiplicity: 1
* LUMO energy: 1.0 eV
* M: 161.25 u
* highest occupied orbital energy: -7.83 eV
* SMILES string: Cc1c[nH]c2ccccc12.CC

These are the Mulliken partial charges, in e, on atoms 1 to 4: C -0.6789; C -0.6450; H 0.3008; H 0.2681

---

Look up the M of the first one. 653.63 u